(1)
58
Properties=species:S:1:pos:R:3:forces:R:3 method="wB97M-V/def2-TZVPD" homo_ev=-11.81 energy_ev=-73434.0943 homo_lumo_gap_ha=0.2571 total_charge=+1
C 5.74184 -0.16252 -0.27398 0.02 0.07 0.02
S -3.75074 1.82446 1.65814 -0.22 -0.02 -0.10
C -2.67215 0.13591 -0.73791 0.11 -0.21 -0.47
O 1.19551 -1.46853 0.31652 -0.22 0.06 -0.01
C -1.07579 4.57051 1.29136 0.16 0.06 -0.10
H -6.88633 -1.15399 -0.25190 0.19 -0.03 0.09
O -0.35791 1.48149 2.89453 0.60 -0.05 -0.03
C 3.16273 0.50580 0.51986 0.02 0.06 0.03
C -2.50676 -1.16548 0.04518 -0.01 -0.23 -0.13
F -2.43241 5.17791 -0.50775 0.15 -0.01 0.05
C 3.42560 -0.76544 0.02118 0.00 -0.03 -0.01
C -1.45549 4.30621 -0.19596 -0.13 0.00 0.02
H -4.45426 1.32568 -1.14223 0.06 -0.09 -0.12
C 4.71980 -1.09684 -0.38301 -0.03 -0.02 -0.01
C -2.01605 2.92967 -0.69055 0.11 0.11 0.53
H -6.15542 0.38434 0.18088 0.02 -0.18 0.00
H -0.02679 1.02447 3.68744 -0.43 0.04 0.04
H 2.15467 0.75167 0.82648 0.00 -0.05 0.00
H 3.32622 -6.54845 -2.20635 0.00 0.00 0.01
C 3.90415 -3.41249 -1.08239 0.00 0.04 0.01
F 1.06956 4.40453 2.29665 0.02 -0.05 -0.13
H 0.60430 -3.76855 -0.41264 0.01 0.03 0.01
C -0.38667 2.80989 3.11520 -0.10 -0.04 -0.34
H 1.05361 -5.99281 -1.40977 0.00 0.00 0.00
C 0.05389 3.64280 1.88005 -0.14 0.04 -0.06
C 2.31564 -1.75347 -0.06862 0.05 0.01 0.00
C 2.61649 -3.08972 -0.64792 0.01 0.04 0.01
H 5.15655 -4.88975 -1.97885 0.01 0.04 0.02
C -5.92703 -0.65573 -0.08481 0.01 0.13 -0.10
F -2.19832 4.46818 2.02817 0.02 -0.01 -0.02
H -3.14738 1.22330 2.69691 0.08 0.09 0.07
C -5.08257 -0.70043 -1.36430 -0.26 -0.01 -0.15
O 6.15576 -2.73767 -1.28044 -0.02 0.01 -0.01
O -2.25662 2.76564 -1.82208 -0.07 -0.06 -0.71
H -2.66948 -1.98992 -0.65618 0.03 0.12 0.13
F -0.37973 4.54617 -0.95474 -0.11 0.06 -0.01
C 4.15489 -4.65745 -1.64424 -0.02 -0.07 -0.01
C 4.18263 1.43634 0.61930 -0.01 -0.01 0.00
C 1.85007 -5.26583 -1.32121 0.00 0.01 0.00
H -5.44165 -1.13285 0.77128 -0.06 0.08 -0.07
F -0.65105 5.83504 1.30900 -0.08 -0.02 0.15
H -1.48876 -1.27345 0.43506 -0.15 0.06 0.00
H -4.65877 -1.69760 -1.51984 -0.06 0.12 0.01
H -3.24369 -1.27061 0.84510 0.13 0.06 -0.05
H -1.84758 0.19926 -1.46301 -0.02 0.05 0.21
C 5.03090 -2.44403 -0.94592 0.03 -0.02 -0.01
H 6.27086 1.82724 0.30886 0.00 0.00 0.00
C -4.00613 0.38397 -1.48725 -0.06 0.17 0.31
H 6.73968 -0.43824 -0.58641 -0.02 -0.04 -0.02
H -3.75396 0.54422 -2.53911 -0.04 -0.06 0.16
C 3.12933 -5.57998 -1.76632 0.00 0.01 0.01
H 3.97626 2.42661 1.00461 0.01 0.00 0.00
H -5.76250 -0.53598 -2.20916 0.15 -0.04 0.10
S -2.16694 1.44062 0.43242 0.19 -0.24 0.18
C 1.59417 -4.02467 -0.76443 -0.02 -0.06 -0.02
C 5.47368 1.10057 0.22605 0.00 -0.01 0.00
F 0.49769 2.84553 0.87264 0.00 -0.03 0.07
O -0.69752 3.35443 4.11642 0.07 0.12 0.48

***

(2)
16
Properties=species:S:1:pos:R:3:forces:R:3 method="wB97M-V/def2-TZVPD" de_lowest_kj_mol=120.9 homo_ev=-9.98 energy_ev=-8404.2945 homo_lumo_gap_ha=0.4036 smiles=COCCCO
H -1.16110 1.63512 0.08612 0.07 -0.12 0.13
H 0.91609 2.53915 0.61079 -0.13 -0.03 0.06
H 0.52465 -2.34232 -1.08046 -0.08 0.07 -0.09
H 0.15728 -1.59952 -2.66555 -0.05 -0.03 0.14
C -0.62685 1.00119 0.80400 -0.02 -0.11 0.01
H -1.68372 -0.82227 0.29478 0.19 0.07 0.01
C 0.80592 1.53592 1.04024 -0.05 0.20 0.18
H -0.01188 -1.08712 0.87112 -0.12 0.12 -0.10
O 1.83503 0.70030 0.56091 0.20 -0.23 -0.14
O -0.19470 -0.39689 -1.07157 0.00 -0.02 0.03
H -1.18726 1.02771 1.74783 0.07 0.02 -0.21
H 1.62147 0.45574 -0.34638 -0.04 -0.03 -0.09
C -0.65506 -0.42379 0.27015 -0.15 0.15 0.23
C -0.17152 -1.68934 -1.62795 0.04 -0.24 -0.15
H -1.17105 -2.15147 -1.60380 0.15 0.10 -0.02
H 1.00269 1.61759 2.10978 -0.08 0.07 0.00

***

(3)
65
Properties=species:S:1:pos:R:3:forces:R:3 method="wB97M-V/def2-TZVPD" de_lowest_kj_mol=9.0 homo_ev=-8.33 energy_ev=-44552.4265 homo_lumo_gap_ha=0.3294 smiles="COc1ccc([C@H](C(=O)NC2CCCC2)N(CCO)C(=O)Cn2nnc(-c3ccc(C)o3)n2)cc1"
C -0.51902 -3.51710 -3.05643 0.08 0.00 0.05
H -0.22560 -5.57443 -2.36827 0.11 -0.05 0.02
C 4.66290 6.03490 -2.89265 0.20 0.08 0.07
H 1.08058 -1.95344 -1.59443 0.09 0.29 0.01
H 0.75786 -4.36500 -1.53317 0.11 -0.03 0.04
H -1.06889 -4.70816 0.02476 -0.06 -0.08 0.06
O -1.21789 2.28395 -0.35185 -0.25 0.34 -0.54
O 3.42056 5.51480 -3.29947 -0.27 -0.15 -0.06
N -1.05044 -0.04114 3.74939 -0.80 0.02 0.32
C -3.20313 -2.78884 2.32954 0.52 0.77 0.39
H -1.02139 1.86186 1.58530 0.07 -0.12 -0.03
C -0.89286 -2.26304 -2.25856 -0.28 0.18 -0.19
C -4.82684 -1.84132 3.51986 -0.54 -0.83 -0.42
C 3.78838 3.49949 -1.97313 0.18 0.27 -0.04
N 0.29188 -1.46753 -2.00646 0.08 -0.33 -0.13
C 1.31026 2.61172 -2.85758 0.04 0.03 -0.05
N -0.39673 -1.53776 2.26156 -0.45 -0.35 -0.05
H 2.47908 0.01331 2.55749 -0.13 -0.09 -0.02
H 1.26168 1.60183 1.66387 0.05 0.01 -0.08
C -1.42232 -1.09880 2.99392 1.02 0.26 -0.15
H -1.58713 -1.61445 -2.79734 0.11 -0.13 0.07
H -2.54011 -2.49903 -0.83773 -0.03 0.06 0.05
H -0.95461 -2.35398 -0.08879 -0.05 0.05 -0.04
C 1.89901 -0.78871 2.09622 0.69 -0.27 -0.28
H 3.88890 1.65964 -0.90766 0.07 -0.06 0.08
C 0.29549 -0.13152 -2.03262 0.67 -0.18 0.03
H -1.37281 -3.83725 -3.65419 -0.04 -0.03 -0.04
O -0.66226 0.53726 -2.38800 -0.45 0.23 -0.11
C -1.49416 -2.78567 -0.93359 -0.13 0.01 0.03
H -5.25516 -3.64278 2.36062 -0.21 -0.12 -0.02
H 1.18852 2.45272 0.11725 0.00 -0.08 0.18
O 2.37412 -1.66922 -0.06302 0.21 -0.40 0.10
C 0.89960 1.53628 0.63849 -0.57 0.25 0.30
C -4.56291 -2.89189 2.68218 -0.30 0.47 0.43
H -5.91545 -1.37413 5.28282 -0.07 -0.01 0.08
H -2.24547 -4.78783 -1.29112 -0.02 -0.07 0.01
H 0.34810 2.28212 -3.21145 -0.04 -0.01 0.00
H -2.64033 -3.43739 1.69192 0.20 -0.12 -0.15
H -0.97952 0.43177 0.52504 0.06 0.05 0.10
C 3.29462 2.27281 -1.57116 -0.27 -0.11 -0.12
C -0.21829 -4.55687 -1.98121 -0.18 -0.08 -0.09
N 0.56903 -0.71316 2.61238 -0.81 -0.03 0.32
H 1.22563 4.45759 -3.93776 -0.08 0.09 -0.09
H -6.86942 -2.13211 3.99282 -0.02 -0.03 -0.01
H 4.75524 3.81710 -1.61607 0.08 0.06 0.01
C 1.79758 3.83406 -3.26982 0.27 0.22 0.01
C -2.72978 -1.67593 2.98036 -0.39 -1.19 -0.74
O -3.71878 -1.10555 3.70269 0.17 0.39 0.21
C 3.03855 4.29697 -2.83268 -0.21 -0.14 -0.04
H -6.37772 -0.43270 3.86974 -0.09 0.05 0.00
H 2.33465 -1.75794 2.36133 -0.08 0.24 -0.06
H 5.49136 5.39352 -3.21064 -0.03 0.02 0.03
N 0.18563 0.17736 3.49388 0.94 0.54 0.15
C -0.65119 1.47686 0.63065 0.30 -0.05 0.28
C 2.05267 1.81249 -1.99643 0.06 -0.10 -0.03
H 0.32149 -3.33266 -3.72364 -0.04 0.03 -0.11
C 1.61957 0.45225 -1.50475 0.11 -0.17 -0.12
H 4.75094 7.00357 -3.38185 0.04 -0.06 0.06
H 4.70533 6.17368 -1.80749 0.00 -0.02 -0.04
C -6.07543 -1.42341 4.20680 0.34 0.19 0.02
H -1.11909 1.84723 -1.21916 -0.01 0.02 0.24
C 1.94236 -0.71302 0.56452 0.04 0.05 0.26
H 2.41394 -0.26093 -1.76388 -0.26 0.16 0.07
C -1.32300 -4.31070 -0.95647 0.05 -0.03 0.06
N 1.53526 0.41972 -0.03106 0.21 0.11 -0.29

***

(4)
50
Properties=species:S:1:pos:R:3:forces:R:3 method="wB97M-V/def2-TZVPD" de_lowest_kj_mol=0.0 homo_ev=-5.02 energy_ev=-60689.3916 homo_lumo_gap_ha=0.2552 total_charge=-1
F 3.20688 2.33233 1.38518 -0.30 -0.18 0.99
H 7.15977 2.82013 2.31280 -2.01 -0.67 -1.93
F 5.24724 0.48199 -0.25660 -0.70 -1.27 0.55
H 7.54004 1.41395 6.45593 0.19 -0.06 0.25
H 4.40488 -1.51215 -1.55324 -0.25 -0.24 0.14
C 3.74891 1.26593 3.45008 0.02 0.36 -0.31
O 4.28253 5.55323 2.14555 0.27 -0.96 -0.16
N 6.87504 2.34645 0.18329 0.95 -0.52 -0.91
F 3.36707 -1.71654 3.55214 0.32 0.29 -0.84
H 2.48392 -3.40040 1.85317 -0.03 -0.17 0.08
C 3.36046 1.05546 4.77390 0.11 -0.24 -0.42
C 4.41721 -0.56253 1.71934 -0.10 0.23 -0.30
H 5.43464 4.19237 -2.23105 -0.18 0.08 0.31
C 5.61550 3.82177 -1.22636 -0.62 0.58 -0.35
C 7.95187 -0.59976 5.66884 -1.15 0.51 1.02
F 0.30734 2.98947 5.07280 0.80 -0.16 -0.31
N 8.08472 1.26519 -1.22855 -1.21 0.66 1.55
C 3.63337 -1.61595 2.20852 0.16 -0.07 0.07
C 6.90304 -1.10183 3.59201 -0.88 1.07 -0.39
C 7.39987 0.69049 5.67330 0.77 -1.17 -0.25
F 6.75797 -1.90946 2.49135 0.13 0.33 1.28
F 4.06302 0.16584 5.54991 -0.43 0.75 -0.41
N 7.25379 2.02425 -1.97535 -0.51 0.92 1.28
C 5.10603 4.37387 -0.07398 0.43 -0.74 -0.22
N 4.84373 4.44457 2.30531 -0.52 1.77 1.30
N 7.86590 1.42575 0.05912 0.28 -0.09 -1.24
F 2.90904 -3.56576 -0.76392 0.10 0.39 0.51
F 8.55138 -1.03625 6.83529 -0.03 0.28 -1.18
C 6.19126 0.11786 3.61878 0.49 0.26 -0.40
C 7.68947 -1.50674 4.65288 0.76 -0.77 0.05
C 2.25103 1.64155 5.35897 -0.27 0.45 -0.60
O 4.89250 3.93222 3.42786 0.40 0.14 -1.33
H 8.07181 -2.53141 4.70027 -0.01 0.48 -0.06
H 2.02418 1.45106 6.38831 -0.23 -0.07 0.28
H 4.45149 5.24587 -0.06503 0.22 -0.39 -0.10
B 4.99446 0.58881 2.68899 -0.13 -0.58 0.03
C 3.10292 -2.63131 1.42771 0.12 0.31 -0.75
C 6.49789 2.74572 -1.10171 1.63 -1.44 0.87
C 4.59826 -0.57926 0.34062 0.10 0.40 0.20
C 2.92551 2.12567 2.71473 -0.05 -0.77 0.48
F 6.06025 2.26283 4.69235 0.20 -1.02 -0.17
C 6.57081 1.00380 4.61871 0.30 -0.04 0.74
C 5.44081 3.82640 1.18931 0.70 -0.07 0.21
C 1.46877 2.47317 4.55461 0.16 -0.41 0.37
H 1.19703 3.38014 2.59412 0.14 -0.24 0.38
C 1.80121 2.73200 3.23578 -0.57 0.48 -0.48
C 3.37786 -2.58138 0.06226 0.24 -0.16 0.02
H 5.58161 1.64358 1.98135 0.12 -0.14 -0.23
C 4.15093 -1.58088 -0.49904 -0.07 0.20 -0.28
C 6.36034 2.71990 1.42711 0.14 1.68 0.66

***

(5)
99
Properties=species:S:1:pos:R:3:forces:R:3 method="wB97M-V/def2-TZVPD" homo_ev=-8.59 energy_ev=-148076.5940 homo_lumo_gap_ha=0.1138 total_charge=+1
C 1.45943 1.45269 -2.07849 0.08 0.00 0.14
C -0.87199 3.32560 5.71087 -0.08 -0.13 -0.35
C -2.28140 6.61201 -4.15871 -0.46 0.12 -0.24
C -2.39170 1.94381 -2.74898 0.05 1.02 -0.34
H -2.63518 4.33179 4.97783 0.24 -0.27 -0.16
N -2.75506 5.97427 -1.84241 -0.83 1.02 0.61
C -4.39257 6.35037 0.01340 -0.10 0.16 0.08
H -5.02878 6.98941 -0.60892 0.10 -0.17 0.06
C -2.06587 1.10407 -5.52075 -0.13 0.58 0.37
H -0.98753 6.91713 -2.47615 -0.07 0.03 -0.04
C 3.67445 -0.30132 2.18523 0.07 -0.15 0.34
H 1.35942 1.72738 1.77918 -0.11 0.00 -0.30
H -2.59625 7.45718 -0.41358 -0.03 -0.27 0.13
H 3.68862 1.71563 1.39305 0.05 -0.14 0.29
C -1.45641 -2.31766 4.41201 0.94 1.03 2.99
H -0.80123 3.94261 6.60708 -0.05 -0.21 -0.23
C -2.40129 4.25728 -3.49235 0.13 -0.87 1.01
C 4.33757 -1.19794 3.04113 0.22 0.27 0.08
H 0.06815 0.73527 -5.55550 -0.14 -0.04 0.07
H 2.02545 -4.42896 -2.26438 0.23 0.09 0.20
H 1.08768 -2.75795 -0.70090 0.28 -0.08 0.01
O -4.59229 -1.63702 2.92210 3.03 -1.76 -0.03
H -2.12669 5.59328 -6.46483 0.05 -0.14 -0.03
P 2.24795 -0.94282 1.22016 1.31 1.07 -1.50
H 0.44753 3.56463 0.40375 0.15 -0.27 -0.21
H -4.78457 5.32966 -0.01379 0.03 0.17 -0.03
C 4.92393 -3.37537 -0.80484 -0.19 0.11 -0.04
C -1.72818 4.84767 -5.76837 0.42 0.12 0.06
C -2.25503 2.87712 -3.80844 -0.65 0.19 1.29
C 0.86372 2.68072 -0.08645 0.19 -0.12 0.12
H -0.71428 0.23152 -4.04212 0.01 0.03 -0.21
H 2.35288 -0.49472 -1.77130 -0.19 0.23 0.04
H 1.54571 1.39823 -3.16471 -0.09 0.00 0.31
C 1.35886 1.63399 0.69090 -0.25 0.11 0.01
C -1.96844 2.78719 3.61584 0.26 -0.44 -0.18
N -2.16195 5.20313 -4.43988 0.02 0.52 -0.57
H 4.05683 -2.25362 3.05478 0.02 0.26 0.07
C 1.91915 0.38618 -1.29869 -0.06 0.05 0.13
H -0.62551 4.88434 -5.83662 -0.20 0.00 -0.01
C -1.89613 3.55187 4.77938 0.20 -0.14 0.03
H 4.48407 -4.89312 -2.27780 -0.12 0.23 0.17
C 5.76587 0.58625 3.84069 -0.22 -0.03 -0.09
C 2.69749 -3.87825 -1.60541 -0.04 0.18 0.17
O -2.40423 -5.77551 3.01401 0.60 3.43 -0.50
H 6.55107 0.94002 4.50994 -0.20 -0.12 -0.23
C -0.65493 -0.35724 2.09323 -1.14 1.04 -1.24
H -2.31107 0.86994 -2.93568 0.06 0.43 0.20
H 0.49582 3.38652 -2.09093 0.08 -0.18 0.12
C 0.89945 -3.43347 2.20194 1.76 -4.06 -0.96
C 2.16721 -2.92781 -0.72899 0.34 -0.10 -0.08
Co -1.96843 -2.89115 2.83070 2.42 1.70 -1.81
H -2.96920 0.64351 -5.09325 0.06 0.01 -0.19
C -2.21428 3.47189 -6.15973 -0.46 0.01 -0.18
H 5.91482 -1.48111 4.47895 -0.15 0.26 -0.15
N -2.63363 2.34008 -1.50148 -0.72 -0.58 0.44
H -1.25024 -1.71295 0.47825 -0.88 -0.30 0.50
C -1.00839 -1.58899 1.54315 -0.88 2.15 -1.37
N -2.00175 2.51452 -5.10427 0.68 -0.82 -0.82
C -2.72462 4.64243 -2.16091 0.58 -1.28 0.00
C 3.01944 -2.17239 0.09476 -0.21 -0.30 0.03
C -0.84018 0.29653 -5.12704 0.20 -0.19 -0.13
H 5.08183 -1.76146 0.61614 -0.18 -0.24 -0.11
C 5.39436 -0.76186 3.84470 -0.21 -0.03 -0.15
C 1.84073 0.45946 0.09904 -0.23 -0.01 0.09
O 1.89150 -1.59056 4.98640 -1.90 0.30 -3.05
C 4.11723 1.02807 2.11940 -0.03 -0.12 0.13
C 4.07483 -4.12104 -1.62535 -0.08 0.13 0.16
C -1.14857 0.91413 2.17834 0.11 -0.75 0.06
H -4.45285 6.72125 1.04170 -0.06 -0.10 -0.07
H -2.45758 7.91297 -2.46866 0.13 -0.09 -0.14
C -3.56355 -2.17243 2.85138 -4.25 2.71 -0.46
C -2.19520 -4.63741 2.92226 -0.63 -5.56 1.43
H -3.15312 3.84073 -0.16364 0.19 -0.12 -0.37
H -2.16468 1.11492 -6.61309 -0.06 -0.14 0.29
H -3.28307 3.52371 -6.43161 0.11 0.04 0.00
C -1.03769 1.74043 3.36587 0.60 0.97 0.63
H -3.27010 6.98807 -4.47730 0.19 -0.07 0.06
C -2.94649 6.41903 -0.45078 0.14 -0.38 -0.59
C 0.06603 2.31604 5.47335 -0.04 -0.08 -0.25
C 4.40519 -2.37788 0.02556 -0.18 -0.08 -0.05
C 5.12439 1.47743 2.97827 0.02 -0.22 -0.07
H -1.66313 3.12997 -7.04093 -0.10 0.14 0.05
H -2.31027 5.81442 0.21348 0.02 0.19 -0.02
Co 0.58732 -1.68446 2.37327 -0.86 -2.06 3.01
C 0.90247 2.58393 -1.47644 0.04 -0.20 -0.02
H 0.71775 0.74328 4.14183 -0.21 0.43 0.10
C 1.35428 -1.53184 3.95695 2.89 0.07 4.15
H -0.94465 -0.71882 -5.52582 0.08 0.09 0.11
H -2.76311 2.94951 2.88266 0.21 0.04 0.26
H 0.86905 2.13308 6.18814 -0.22 0.07 -0.18
H 5.40522 2.53112 2.95825 0.01 -0.33 -0.02
O 1.16387 -4.56020 2.11919 -0.97 3.08 0.29
C -2.87315 3.61343 -1.19636 0.59 0.21 -0.91
C -2.07101 6.91402 -2.69287 0.44 0.05 0.12
H -1.52482 7.13864 -4.75050 -0.08 0.05 0.11
H -1.69676 1.32140 1.32230 -0.50 -0.38 0.34
C -0.01229 1.53511 4.31886 -0.32 0.10 0.12
H 5.99856 -3.55995 -0.80500 -0.30 0.07 -0.08
O -1.31465 -1.88198 5.48156 -0.51 -1.21 -2.84